1.
8
Properties=species:S:1:pos:R:3 method="wB97M-V/def2-TZVPD" homo_ev=-12.0477 relative_energy_kcal_mol=18.1 smiles=N#CC(O)C#N e_lumo_ev=-0.05 total_charge=0
O -1.280 -0.370 0.695
N -0.221 2.446 -0.848
N 2.014 -1.433 0.051
C 1.106 -0.729 0.172
C -0.176 -0.074 -0.105
C -0.145 1.358 -0.459
H -0.199 -0.640 -1.068
H -1.047 -0.620 1.598

***

2.
9
Properties=species:S:1:pos:R:3 method="wB97M-V/def2-TZVPD" homo_ev=-9.4172 relative_energy_kcal_mol=130.9 smiles="O=COC1=C=NN1" e_lumo_ev=-0.70 total_charge=0
O -0.531 0.435 0.593
O -1.262 1.791 -1.107
N 1.624 -1.737 -0.539
N 1.321 -0.808 0.547
C -1.416 1.314 -0.036
C 0.473 -0.051 -0.135
C 0.907 -1.249 -1.468
H -2.251 1.480 0.654
H 1.141 -1.174 1.485

***

3.
9
Properties=species:S:1:pos:R:3 method="wB97M-V/def2-TZVPD" homo_ev=-11.3440 relative_energy_kcal_mol=41.6 e_lumo_ev=0.20 total_charge=0
O 1.307 -1.423 -0.804
O 0.617 0.401 0.374
N -1.394 1.117 0.950
N -1.365 -0.675 -0.476
C -0.735 0.149 0.210
C 1.533 -0.433 -0.167
C -1.755 2.218 0.767
H 2.524 -0.069 0.118
H -0.732 -1.286 -0.970

***

4.
9
Properties=species:S:1:pos:R:3 method="wB97M-V/def2-TZVPD" homo_ev=-9.5016 relative_energy_kcal_mol=88.9 e_lumo_ev=-0.95 total_charge=0
O 1.145 -1.995 0.915
O -0.122 0.494 1.061
N -0.763 1.652 0.710
N -0.355 0.431 -1.132
C 0.733 -1.494 -0.222
C -0.874 1.565 -0.590
C 0.091 -0.186 -0.076
H -1.344 2.337 -1.179
H 1.489 -2.804 0.513

***

5.
9
Properties=species:S:1:pos:R:3 method="wB97M-V/def2-TZVPD" homo_ev=-10.8468 relative_energy_kcal_mol=82.7 smiles="[H]/N=C(/C#N)OC=O" e_lumo_ev=-0.93 total_charge=0
O 0.473 -0.582 -0.532
O 1.993 0.804 -1.160
N -2.018 -1.190 0.197
N 0.021 1.749 0.402
C -0.820 0.944 0.442
C 1.411 0.418 -0.190
C -1.020 -0.438 0.114
H 1.817 0.443 0.843
H -1.857 -2.149 -0.115

***

6.
10
Properties=species:S:1:pos:R:3 method="wB97M-V/def2-TZVPD" homo_ev=-10.3217 relative_energy_kcal_mol=128.0 smiles="O=S1(=O)c2nccn21" e_lumo_ev=0.39 total_charge=0
S 3.612 -0.031 0.029
O 4.204 -0.140 -1.271
O 4.286 -0.394 1.220
N 1.132 1.700 -0.014
N 1.927 -0.445 0.078
C 0.094 0.832 -0.045
C 2.180 0.930 0.013
C 0.399 -0.481 0.058
H -0.974 1.072 -0.105
H -0.035 -1.408 -0.041